No. 1
Below is a molecular structure, H10LiO5, with properties calculated with wB97M-V/def2-TZVPD.

The frontier orbital gap comes out at 12.5 eV. The calculation puts the LUMO energy at -3.2 eV. As for the net charge: +1. The value obtained for the HOMO energy is -15.731 eV. For the energy above the lowest of the compared OMol25 structures with the same formula, charge and spin, the calculation gives 115.3 kJ/mol.

Last column: Mulliken charge in e.
Atoms and positions in Å:
Li  0.11943  0.12652  -0.00033  0.91
O  -1.18433  1.64390  0.88199  -0.59
H  -2.04688  1.27339  0.93893  0.30
H  -1.29420  2.65671  0.86695  0.32
O  0.46688  1.19667  -1.79173  -0.64
H  -0.26625  1.79418  -1.98587  0.33
H  1.30387  1.69635  -2.03193  0.33
O  1.25293  -0.22809  1.76185  -0.48
H  0.94263  -0.90160  2.16310  0.25
H  1.96762  0.09908  2.21926  0.25
O  1.15814  -1.63250  -0.74803  -0.63
H  1.72417  -2.17741  -1.42463  0.32
H  1.73377  -1.60316  0.00470  0.34
O  -1.70945  -1.11448  -0.14263  -0.59
H  -1.62445  -2.10333  -0.43625  0.31
H  -2.54387  -0.72623  -0.27538  0.29

No. 2
Below is 5 unconnected molecules or ions with the total composition H10O4S, with properties calculated with wB97M-V/def2-TZVPD.

The frontier orbital gap comes out at 9.3 eV. The calculation puts the LUMO energy at 0.2 eV. As for the net charge: 0. The value obtained for the HOMO energy is -9.080 eV. As for the SMILES: O.O.O.O.S. For the energy above the lowest of the compared OMol25 structures with the same formula, charge and spin, the calculation gives 87.9 kJ/mol.

Last column: Mulliken charge in e.
Atoms and positions in Å:
O  0.07731  1.75225  0.12321  -0.58
H  0.24560  2.60881  0.55549  0.28
H  0.49500  1.14066  0.74970  0.35
O  1.97527  1.02672  -1.66486  -0.64
H  1.16395  0.54895  -1.51782  0.33
H  1.67725  1.92227  -1.74142  0.31
O  -1.57687  -2.96981  0.50543  -0.62
H  -0.85858  -3.09470  -0.14244  0.31
H  -1.17730  -2.73133  1.35645  0.30
O  1.58296  -0.68368  1.10802  -0.69
H  2.19385  -0.49354  0.39045  0.35
H  1.86248  -0.46590  2.01500  0.32
S  -2.51209  -0.10096  -0.38324  -0.29
H  -3.23169  0.52814  -1.39292  0.14
H  -1.91713  1.01213  0.03896  0.15

No. 3
Below is 5 unconnected molecules or ions with the total composition H10O5, with properties calculated with wB97M-V/def2-TZVPD.

The frontier orbital gap comes out at 11.3 eV. The calculation puts the LUMO energy at 0.0 eV. As for the net charge: 0. The value obtained for the HOMO energy is -11.259 eV. As for the SMILES: O.O.O.O.O. For the energy above the lowest of the compared OMol25 structures with the same formula, charge and spin, the calculation gives 128.7 kJ/mol.

Last column: Mulliken charge in e.
Atoms and positions in Å:
O  15.48856  -14.46348  -12.20190  -0.65
H  14.98500  -14.95432  -11.55249  0.33
H  15.06796  -13.60418  -12.23229  0.31
O  11.29109  -13.86543  -8.03014  -0.62
H  10.93204  -13.02020  -8.30015  0.31
H  10.53604  -14.45360  -8.01651  0.31
O  10.12484  -19.45779  -8.94436  -0.63
H  10.41349  -18.60148  -9.26005  0.31
H  9.57833  -19.26132  -8.18347  0.32
O  14.24717  -15.92120  -8.53078  -0.63
H  13.95632  -16.77836  -8.21949  0.30
H  13.52791  -15.32921  -8.31067  0.33
O  19.06744  -14.09179  -8.83929  -0.64
H  19.66248  -14.11425  -9.58872  0.32
H  18.19282  -14.13378  -9.22595  0.32

No. 4
Below is 5 unconnected molecules or ions with the total composition H10O5, with properties calculated with wB97M-V/def2-TZVPD.

The frontier orbital gap comes out at 10.7 eV. The calculation puts the LUMO energy at 0.1 eV. As for the net charge: 0. The value obtained for the HOMO energy is -10.544 eV. As for the SMILES: O.O.O.O.O. For the energy above the lowest of the compared OMol25 structures with the same formula, charge and spin, the calculation gives 87.6 kJ/mol.

Last column: Mulliken charge in e.
Atoms and positions in Å:
O  -0.62743  -0.38972  -0.35440  -0.68
H  -0.33170  -1.27850  -0.12981  0.31
H  -0.11643  0.19602  0.22287  0.38
O  -0.51901  3.57838  1.90690  -0.64
H  -0.91480  3.32725  2.74551  0.31
H  -0.12559  2.76353  1.57453  0.35
O  1.09577  1.05971  1.49571  -0.72
H  1.50207  0.29436  1.91565  0.31
H  1.80560  1.46949  0.98827  0.35
O  1.27443  -2.78338  -0.61932  -0.62
H  2.08237  -2.92263  -1.12118  0.30
H  0.69656  -3.50708  -0.88125  0.32
O  -2.32478  -0.55675  -2.65916  -0.64
H  -1.64600  -0.89751  -3.24657  0.29
H  -1.85104  -0.35318  -1.83776  0.40

No. 5
Below is 5 unconnected molecules or ions with the total composition H10O5, with properties calculated with wB97M-V/def2-TZVPD.

The frontier orbital gap comes out at 10.9 eV. The calculation puts the LUMO energy at 0.0 eV. As for the net charge: 0. The value obtained for the HOMO energy is -10.884 eV. As for the SMILES: O.O.O.O.O. For the energy above the lowest of the compared OMol25 structures with the same formula, charge and spin, the calculation gives 78.6 kJ/mol.

Last column: Mulliken charge in e.
Atoms and positions in Å:
O  -2.34387  -0.94166  -2.69790  -0.66
H  -2.00740  -0.91803  -1.79281  0.35
H  -2.56501  -0.02659  -2.88982  0.31
O  -0.22702  1.65529  2.08300  -0.67
H  0.14723  1.46365  2.94803  0.32
H  0.46241  1.41825  1.44714  0.33
O  1.58549  1.20614  -0.92956  -0.63
H  1.22073  0.46585  -0.43240  0.30
H  1.32704  1.03992  -1.84066  0.31
O  1.55393  -1.18070  0.80421  -0.60
H  1.59578  -1.60989  1.66460  0.29
H  2.20131  -1.64328  0.26164  0.28
O  -1.26508  -0.39172  0.20984  -0.63
H  -1.22086  0.36705  0.80576  0.33
H  -0.46467  -0.90429  0.35894  0.36

No. 6
Below is 5 unconnected molecules or ions with the total composition H10O5, with properties calculated with wB97M-V/def2-TZVPD.

The frontier orbital gap comes out at 9.8 eV. The calculation puts the LUMO energy at 0.6 eV. As for the net charge: 0. The value obtained for the HOMO energy is -9.232 eV. As for the SMILES: O.O.O.O.O. For the energy above the lowest of the compared OMol25 structures with the same formula, charge and spin, the calculation gives 336.9 kJ/mol.

Last column: Mulliken charge in e.
Atoms and positions in Å:
O  0.22344  -0.03636  1.04522  -0.69
H  -0.08978  -0.94691  1.08754  0.33
H  0.19498  0.26420  1.96056  0.28
O  2.15183  1.16953  -0.71050  -0.57
H  2.79502  1.56082  -1.31231  0.28
H  1.79271  0.42344  -1.20383  0.28
O  0.90647  2.62282  0.21177  -0.64
H  1.50565  2.95493  0.88976  0.30
H  0.77453  1.69777  0.44812  0.42
O  -1.62810  -0.07114  0.13659  -0.60
H  -0.87779  0.02760  -0.46030  0.33
H  -2.03457  0.80272  0.14887  0.28
O  -1.53525  -3.35339  -0.77942  -0.62
H  -1.93197  -4.10421  -1.23535  0.30
H  -2.24717  -3.01181  -0.22671  0.32

No. 7
Below is 5 unconnected molecules or ions with the total composition H10O5, with properties calculated with wB97M-V/def2-TZVPD.

The frontier orbital gap comes out at 10.5 eV. The calculation puts the LUMO energy at 0.0 eV. As for the net charge: 0. The value obtained for the HOMO energy is -10.515 eV. As for the SMILES: O.O.O.O.O. For the energy above the lowest of the compared OMol25 structures with the same formula, charge and spin, the calculation gives 112.4 kJ/mol.

Last column: Mulliken charge in e.
Atoms and positions in Å:
O  0.15247  0.10700  0.65607  -0.73
H  -0.68353  -0.23400  0.95407  0.32
H  0.68347  -0.66400  0.51807  0.32
O  0.49847  2.80400  0.97007  -0.62
H  1.24047  3.19900  1.46707  0.32
H  0.57547  1.87000  1.06007  0.37
O  2.26047  -1.77500  -0.19293  -0.66
H  1.69547  -2.57700  -0.22093  0.32
H  2.98447  -1.90100  -0.82293  0.31
O  -1.96253  -1.51200  -0.02493  -0.64
H  -1.90553  -2.45100  -0.05393  0.30
H  -1.59153  -1.14000  -0.81493  0.32
O  -1.22753  1.77200  -1.30993  -0.66
H  -2.04253  1.22700  -1.49993  0.30
H  -0.67753  1.27500  -0.68493  0.43

No. 8
Below is 5 unconnected molecules or ions with the total composition H10O5, with properties calculated with wB97M-V/def2-TZVPD.

The frontier orbital gap comes out at 10.5 eV. The calculation puts the LUMO energy at 0.2 eV. As for the net charge: 0. The value obtained for the HOMO energy is -10.264 eV. As for the SMILES: O.O.O.O.O. For the energy above the lowest of the compared OMol25 structures with the same formula, charge and spin, the calculation gives 261.2 kJ/mol.

Last column: Mulliken charge in e.
Atoms and positions in Å:
O  0.68365  -1.76976  -1.82306  -0.68
H  1.16495  -1.59334  -2.70629  0.32
H  1.01890  -2.61046  -1.49071  0.32
O  -2.66240  0.17605  0.67090  -0.52
H  -3.14934  0.37556  1.25939  0.17
H  -2.84392  -0.60847  0.30823  0.28
O  0.13447  3.02867  -0.07848  -0.59
H  0.28031  2.95017  -1.01440  0.29
H  0.11486  2.17796  0.09369  0.34
O  -0.00089  0.07463  0.18645  -0.83
H  -0.91172  0.05411  0.54219  0.48
H  0.10459  -0.70648  -0.40998  0.37
O  2.01913  -0.59205  1.86152  -0.68
H  1.30362  -0.10421  1.34719  0.44
H  2.74380  -0.85237  1.25334  0.28

No. 9
Below is 5 unconnected molecules or ions with the total composition H10O5, with properties calculated with wB97M-V/def2-TZVPD.

The frontier orbital gap comes out at 11.0 eV. The calculation puts the LUMO energy at 0.2 eV. As for the net charge: 0. The value obtained for the HOMO energy is -10.857 eV. As for the SMILES: O.O.O.O.O. For the energy above the lowest of the compared OMol25 structures with the same formula, charge and spin, the calculation gives 116.5 kJ/mol.

Last column: Mulliken charge in e.
Atoms and positions in Å:
O  25.10515  10.13679  18.40841  -0.64
H  24.52876  9.54168  18.92874  0.32
H  25.61109  9.56887  17.84664  0.36
O  24.23584  6.27220  17.15818  -0.61
H  24.99909  6.58678  17.64800  0.39
H  23.83976  7.03099  16.68870  0.28
O  26.12022  8.46448  16.37192  -0.61
H  25.24556  8.36902  15.96939  0.31
H  26.69869  8.79994  15.70571  0.27
O  26.13725  4.02076  18.97101  -0.61
H  26.59009  4.80951  19.25975  0.34
H  26.52221  3.21496  19.29886  0.30
O  26.35280  6.81015  19.23353  -0.71
H  26.17728  7.34655  20.00533  0.31
H  26.92709  7.42796  18.77496  0.31

No. 10
Below is a molecular structure, H10O5, with properties calculated with wB97M-V/def2-TZVPD.

The frontier orbital gap comes out at 9.6 eV. The calculation puts the LUMO energy at -0.5 eV. As for the net charge: 0. The value obtained for the HOMO energy is -10.046 eV. For the energy above the lowest of the compared OMol25 structures with the same formula, charge and spin, the calculation gives 1018.5 kJ/mol.

Last column: Mulliken charge in e.
Atoms and positions in Å:
O  -1.44361  0.53271  2.03664  -0.81
H  -2.03890  0.22732  1.35210  0.29
H  -0.56922  0.40602  1.66835  0.40
O  0.47023  -0.41138  -0.55482  -0.81
H  0.38883  0.24553  0.13662  0.61
H  0.49853  -1.24738  -0.08947  0.29
O  2.04470  0.11089  -1.72268  -0.74
H  1.59483  -0.17393  -0.92724  0.40
H  1.34038  0.36778  -2.31781  0.29
O  0.30199  0.74581  1.07373  -0.53
H  0.51273  0.91681  1.99165  0.38
H  0.41553  1.59145  0.63987  0.33
O  -1.31981  -0.94340  -1.41965  -0.73
H  -0.61957  -0.60184  -0.86358  0.41
H  -1.57670  -1.76637  -1.00375  0.24

Repeat the first record exactly.
Below is a molecular structure, H10LiO5, with properties calculated with wB97M-V/def2-TZVPD.

The frontier orbital gap comes out at 12.5 eV. The calculation puts the LUMO energy at -3.2 eV. As for the net charge: +1. The value obtained for the HOMO energy is -15.731 eV. For the energy above the lowest of the compared OMol25 structures with the same formula, charge and spin, the calculation gives 115.3 kJ/mol.

Last column: Mulliken charge in e.
Atoms and positions in Å:
Li  0.11943  0.12652  -0.00033  0.91
O  -1.18433  1.64390  0.88199  -0.59
H  -2.04688  1.27339  0.93893  0.30
H  -1.29420  2.65671  0.86695  0.32
O  0.46688  1.19667  -1.79173  -0.64
H  -0.26625  1.79418  -1.98587  0.33
H  1.30387  1.69635  -2.03193  0.33
O  1.25293  -0.22809  1.76185  -0.48
H  0.94263  -0.90160  2.16310  0.25
H  1.96762  0.09908  2.21926  0.25
O  1.15814  -1.63250  -0.74803  -0.63
H  1.72417  -2.17741  -1.42463  0.32
H  1.73377  -1.60316  0.00470  0.34
O  -1.70945  -1.11448  -0.14263  -0.59
H  -1.62445  -2.10333  -0.43625  0.31
H  -2.54387  -0.72623  -0.27538  0.29

Q: What is the LUMO in the seventh record?
A: 0.0 eV